The following is a quantum chemistry calculation of a structure of composition C29H25AuN3O2S2, from OMol25.

Positions of all 62 atoms, in Å:
Au (-0.26, 0.05, 0.42)
C (-2.68, 3.59, 0.65)
C (-1.47, 3.95, -0.16)
C (-1.55, 4.90, -1.17)
C (-0.45, 5.21, -1.95)
C (0.75, 4.58, -1.70)
C (0.88, 3.64, -0.68)
C (2.23, 3.08, -0.36)
C (-0.24, 3.30, 0.08)
N (-0.19, 2.26, 1.02)
C (-0.31, 2.49, 2.32)
O (-0.27, 3.58, 2.90)
C (-0.54, 1.24, 3.15)
C (-0.59, 1.28, 4.53)
C (-0.87, 0.10, 5.21)
C (-1.08, -1.07, 4.50)
C (-1.01, -1.04, 3.12)
N (-0.75, 0.11, 2.49)
C (-1.21, -2.27, 2.27)
O (-1.55, -3.33, 2.81)
N (-0.98, -2.06, 0.98)
C (-0.99, -3.07, 0.01)
C (-1.93, -2.99, -1.03)
C (-2.99, -1.93, -0.98)
C (-1.88, -3.91, -2.07)
C (-0.92, -4.91, -2.09)
C (-0.02, -5.01, -1.04)
C (-0.04, -4.11, 0.02)
C (0.92, -4.25, 1.16)
H (-3.56, 4.12, 0.29)
H (-2.53, 3.84, 1.70)
H (-2.87, 2.51, 0.60)
H (-2.50, 5.39, -1.35)
H (-0.54, 5.93, -2.76)
H (1.63, 4.82, -2.30)
H (2.85, 3.01, -1.26)
H (2.16, 2.09, 0.09)
H (2.74, 3.72, 0.36)
H (-0.42, 2.22, 5.02)
H (-0.92, 0.10, 6.29)
H (-1.31, -2.02, 4.98)
H (-3.53, -1.98, -0.03)
H (-3.70, -2.05, -1.80)
H (-2.54, -0.93, -1.04)
H (-2.60, -3.83, -2.88)
H (-0.87, -5.60, -2.91)
H (0.71, -5.81, -1.03)
H (1.56, -5.12, 1.02)
H (0.38, -4.36, 2.11)
H (1.55, -3.36, 1.25)
S (-0.09, 0.13, -1.93)
C (1.57, -0.23, -2.23)
C (1.99, -0.15, -3.58)
C (3.27, -0.42, -3.96)
C (4.23, -0.80, -3.00)
C (3.86, -0.89, -1.69)
C (2.54, -0.61, -1.26)
S (2.26, -0.72, 0.43)
H (1.24, 0.14, -4.31)
H (3.55, -0.34, -5.01)
H (5.25, -1.02, -3.30)
H (4.58, -1.17, -0.93)

As for the spin multiplicity: 3. The total charge is -1. The energy above the lowest of the compared OMol25 structures with the same formula, charge and spin is 0.00 kcal per mole. The value obtained for the total energy is -64410.1826 eV.



The following is a quantum chemistry calculation of a structure of composition C29H25Br2Cl5NO4PY, from OMol25.

Positions of all 68 atoms, in Å:
Y (0.44, -0.29, 0.09)
C (-2.77, -2.53, 2.86)
C (-1.88, -1.32, 2.74)
C (-2.28, -0.20, 2.01)
C (-1.49, 0.94, 1.95)
C (-0.25, 0.96, 2.59)
C (0.17, -0.16, 3.30)
C (-0.64, -1.28, 3.38)
H (-3.02, -2.92, 1.87)
H (-3.70, -2.26, 3.35)
H (-2.29, -3.32, 3.44)
H (-3.24, -0.22, 1.50)
H (-1.84, 1.82, 1.42)
H (0.36, 1.86, 2.58)
H (1.13, -0.15, 3.81)
H (-0.31, -2.15, 3.94)
Br (1.53, -0.21, -4.73)
C (1.19, -1.79, -3.72)
Br (2.27, -1.91, -2.10)
H (1.45, -2.66, -4.32)
H (0.15, -1.79, -3.40)
C (4.51, 0.65, -0.16)
P (2.81, 1.27, -0.28)
C (2.80, 2.24, -1.82)
C (2.61, 2.47, 1.07)
C (1.76, 3.56, 0.91)
C (1.50, 4.40, 1.98)
C (2.07, 4.15, 3.22)
C (2.92, 3.06, 3.39)
C (3.19, 2.22, 2.31)
H (4.66, 0.06, 0.74)
H (5.22, 1.48, -0.16)
H (4.71, 0.01, -1.02)
H (3.53, 3.05, -1.76)
H (1.81, 2.65, -2.00)
H (3.06, 1.58, -2.64)
H (1.29, 3.76, -0.04)
H (0.85, 5.25, 1.85)
H (1.87, 4.80, 4.06)
H (3.38, 2.86, 4.35)
H (3.85, 1.37, 2.46)
O (-0.59, 1.69, -0.76)
C (-1.01, 0.98, -1.72)
O (-0.56, -0.21, -1.85)
C (-2.01, 1.48, -2.68)
C (-2.50, 2.78, -2.57)
C (-3.43, 3.25, -3.48)
C (-3.88, 2.43, -4.51)
C (-3.38, 1.14, -4.59)
C (-2.45, 0.65, -3.70)
N (-3.84, 0.26, -5.68)
O (-4.66, 0.71, -6.45)
O (-3.38, -0.86, -5.72)
H (-2.14, 3.42, -1.77)
H (-3.81, 4.26, -3.40)
H (-4.60, 2.77, -5.23)
H (-2.08, -0.36, -3.80)
Cl (-2.12, -2.87, -0.69)
C (-0.72, -3.48, 0.16)
C (0.24, -2.57, 0.58)
C (1.34, -3.12, 1.19)
Cl (2.61, -1.96, 1.65)
C (1.54, -4.47, 1.44)
Cl (2.95, -5.04, 2.22)
C (0.53, -5.35, 1.03)
Cl (0.70, -7.03, 1.32)
C (-0.61, -4.86, 0.37)
Cl (-1.83, -5.94, -0.14)

The total charge is +1. The energy above the lowest of the compared OMol25 structures with the same formula, charge and spin is 0.00 kcal per mole. The value obtained for the total energy is -253184.0500 eV.



The following is a quantum chemistry calculation of a structure of composition C29H25BrF9N5O4PSYb at a distorted geometry, from OMol25.

Positions of all 76 atoms, in Å:
Yb (0.27, 0.98, -0.46)
O (-2.23, 3.27, 2.90)
C (-1.31, 2.83, 2.24)
O (-1.44, 1.48, 1.67)
C (-0.01, 3.46, 1.85)
C (0.14, 4.81, 2.16)
C (1.38, 5.41, 1.93)
C (2.43, 4.68, 1.38)
C (2.22, 3.33, 1.10)
N (1.02, 2.77, 1.38)
H (-0.64, 5.45, 2.62)
H (1.61, 6.37, 2.35)
H (3.31, 5.20, 1.04)
H (3.01, 2.68, 0.74)
F (-5.16, -0.79, -2.04)
C (-5.57, -0.40, -0.78)
F (-5.68, 0.95, -0.76)
F (-6.79, -0.90, -0.58)
C (-4.63, -0.94, 0.26)
C (-4.95, -2.07, 1.04)
C (-4.17, -2.35, 2.15)
C (-3.12, -1.54, 2.47)
N (-2.79, -0.42, 1.72)
C (-3.42, -0.19, 0.46)
S (-2.69, 0.64, -0.79)
H (-5.88, -2.65, 0.91)
H (-4.49, -3.15, 2.80)
H (-2.54, -1.60, 3.39)
Br (-4.08, -5.28, -1.80)
C (-2.83, -3.90, -1.75)
C (-2.13, -3.64, -0.58)
C (-1.07, -2.72, -0.59)
C (-0.80, -2.00, -1.75)
C (-1.62, -2.16, -2.87)
C (-2.62, -3.15, -2.89)
N (0.33, -1.17, -1.76)
C (1.09, -1.18, -2.83)
C (2.35, -0.54, -2.98)
C (3.01, -0.74, -4.20)
C (4.17, -0.02, -4.48)
C (4.60, 0.84, -3.47)
C (3.87, 1.05, -2.29)
N (2.81, 0.29, -2.05)
H (-2.35, -4.17, 0.37)
H (-0.41, -2.64, 0.32)
H (-1.39, -1.59, -3.76)
H (-3.13, -3.43, -3.80)
H (0.80, -1.63, -3.79)
H (2.52, -1.33, -5.02)
H (4.71, -0.18, -5.42)
H (5.49, 1.41, -3.64)
H (4.17, 1.80, -1.50)
O (-1.79, 0.50, 3.63)
C (-1.99, 0.54, 2.45)
C (1.10, -1.43, 3.84)
N (2.33, -1.52, 2.97)
C (3.55, -2.00, 3.62)
C (2.26, -1.13, 1.65)
C (3.21, -1.84, 0.64)
O (1.33, -0.35, 1.19)
H (0.97, -0.45, 4.21)
H (1.28, -2.14, 4.61)
H (0.20, -1.75, 3.25)
H (3.28, -2.22, 4.67)
H (4.33, -1.22, 3.57)
H (4.06, -2.86, 3.17)
H (4.22, -1.91, 1.09)
H (3.14, -1.22, -0.27)
H (2.84, -2.91, 0.47)
F (-0.58, 1.81, -2.58)
P (0.02, 3.32, -2.26)
F (1.37, 2.55, -1.52)
F (0.86, 3.22, -3.64)
F (-1.27, 3.99, -2.85)
F (0.65, 4.72, -1.76)
F (-0.74, 3.07, -0.79)

The total charge is +1. The value obtained for the total energy is -192275.9939 eV.